(1)
{
  "formula": "C17H46I2N6O4P3",
  "method": "the ωB97M-V functional and the def2-TZVPD basis",
  "charge": -1,
  "e_tot_ha": -2924.1436,
  "symbols": ["C", "C", "I", "C", "I", "P", "O", "C", "C", "O", "H", "H", "H", "H", "H", "H", "H", "H", "H", "H", "O", "P", "N", "C", "C", "N", "C", "C", "N", "C", "C", "H", "H", "H", "H", "H", "H", "H", "H", "H", "H", "H", "H", "H", "H", "H", "H", "H", "H", "O", "P", "N", "C", "C", "N", "C", "C", "N", "C", "C", "H", "H", "H", "H", "H", "H", "H", "H", "H", "H", "H", "H", "H", "H", "H", "H", "H", "H"],
  "coordinates": [[7.03, 0.91, 1.11], [7.58, 2.25, 0.69], [9.72, 2.24, 0.68], [6.89, 3.34, 0.36], [4.75, 3.20, 0.36], [7.64, 5.08, -0.15], [6.21, 5.83, 0.59], [6.38, 6.16, 1.90], [7.79, 5.76, 2.42], [8.51, 5.31, 1.28], [7.22, 0.17, 0.34], [7.60, 0.60, 1.99], [5.99, 0.97, 1.42], [8.05, 6.36, -0.71], [6.84, 4.95, -1.36], [8.70, 4.47, -0.89], [5.70, 5.57, 2.54], [6.19, 7.21, 2.17], [7.83, 4.90, 3.10], [8.40, 6.59, 2.80], [1.08, 2.69, -0.12], [-0.38, 2.37, -0.01], [-0.54, 2.29, 1.71], [0.09, 1.21, 2.45], [-0.25, 3.57, 2.34], [-0.38, 0.86, -0.79], [-0.88, -0.37, -0.21], [0.71, 0.59, -1.72], [-2.14, 2.44, -0.24], [-2.50, 3.31, -1.38], [-3.10, 2.65, 0.84], [-0.07, 1.36, 3.52], [1.17, 1.14, 2.27], [-0.37, 0.25, 2.22], [-0.77, 4.38, 1.81], [0.82, 3.80, 2.34], [-0.62, 3.58, 3.37], [-0.11, -0.88, 0.39], [-1.19, -1.07, -1.00], [-1.76, -0.21, 0.41], [1.62, 0.27, -1.21], [0.94, 1.48, -2.31], [0.41, -0.19, -2.43], [-2.37, 4.37, -1.15], [-3.54, 3.14, -1.68], [-1.88, 3.06, -2.24], [-3.00, 3.63, 1.33], [-3.01, 1.87, 1.59], [-4.11, 2.58, 0.44], [-2.27, -3.59, -0.60], [-3.44, -4.27, -1.26], [-4.73, -3.61, -0.32], [-4.88, -3.97, 1.08], [-4.84, -2.17, -0.48], [-3.05, -5.89, -0.87], [-3.91, -6.81, -0.18], [-1.64, -6.19, -0.60], [-4.55, -4.87, -2.50], [-3.95, -4.79, -3.84], [-5.96, -4.51, -2.58], [-5.72, -3.42, 1.52], [-3.98, -3.77, 1.68], [-5.15, -5.02, 1.19], [-4.77, -1.89, -1.54], [-4.04, -1.63, 0.05], [-5.80, -1.81, -0.12], [-3.81, -6.71, 0.91], [-3.66, -7.84, -0.44], [-4.96, -6.67, -0.45], [-1.36, -5.93, 0.42], [-0.99, -5.64, -1.28], [-1.45, -7.25, -0.76], [-3.90, -3.75, -4.21], [-4.51, -5.39, -4.56], [-2.93, -5.18, -3.82], [-6.12, -3.45, -2.77], [-6.48, -4.79, -1.67], [-6.42, -5.08, -3.39]]
}

***

(2)
{
  "formula": "C4H5NOS2",
  "method": "the ωB97M-V functional and the def2-TZVPD basis",
  "e_tot_ha": -1081.6405,
  "symbols": ["C", "C", "C", "C", "H", "H", "H", "H", "H", "N", "O", "S", "S"],
  "coordinates": [[1.53, 0.02, -0.08], [0.63, 1.23, 0.03], [-0.61, 0.78, 0.02], [0.70, -1.01, -0.22], [3.27, 0.77, -0.31], [0.99, 2.26, 0.05], [-3.46, 0.51, 0.59], [-2.25, -2.08, 1.06], [1.01, -2.02, -0.33], [-0.64, -0.57, -0.06], [2.90, -0.09, -0.23], [-2.03, 1.73, -0.27], [-2.05, -1.54, -0.26]]
}

***

(3)
{
  "formula": "C19H27N5O4S",
  "method": "the ωB97M-V functional and the def2-TZVPD basis",
  "e_tot_ha": -1713.2466,
  "smiles": "CC(C)Cc1nc(SCC(=O)NC[C@@H]2CCCO2)c2c(=O)n(C)c(=O)n(C)c2n1",
  "symbols": ["C", "C", "C", "C", "C", "N", "C", "S", "C", "C", "O", "N", "C", "C", "C", "C", "C", "O", "C", "C", "O", "N", "C", "C", "O", "N", "C", "C", "N", "H", "H", "H", "H", "H", "H", "H", "H", "H", "H", "H", "H", "H", "H", "H", "H", "H", "H", "H", "H", "H", "H", "H", "H", "H", "H", "H"],
  "coordinates": [[2.19, 3.29, -1.10], [1.58, 2.92, -2.44], [2.02, 1.52, -2.88], [0.04, 3.03, -2.41], [-0.61, 2.03, -1.51], [-0.79, 2.36, -0.24], [-1.47, 1.53, 0.53], [-1.69, 2.00, 2.21], [-0.02, 2.68, 2.47], [0.98, 1.52, 2.43], [2.00, 1.57, 1.78], [0.63, 0.48, 3.21], [1.29, -0.80, 3.09], [0.51, -1.74, 2.15], [1.33, -2.99, 1.80], [2.16, -2.51, 0.59], [1.41, -1.26, 0.10], [0.25, -1.13, 0.91], [-1.98, 0.32, 0.05], [-2.66, -0.64, 0.89], [-3.00, -0.43, 2.04], [-2.87, -1.87, 0.29], [-3.49, -2.93, 1.06], [-2.52, -2.21, -1.00], [-2.72, -3.31, -1.45], [-1.93, -1.22, -1.77], [-1.57, -1.57, -3.13], [-1.62, 0.01, -1.27], [-0.98, 0.87, -2.05], [1.87, 4.28, -0.79], [3.28, 3.29, -1.17], [1.91, 2.58, -0.32], [1.92, 3.64, -3.19], [1.72, 0.78, -2.14], [1.57, 1.26, -3.84], [3.10, 1.49, -2.99], [-0.23, 4.02, -2.06], [-0.35, 2.87, -3.41], [0.21, 3.40, 1.69], [-0.03, 3.15, 3.45], [-0.31, 0.46, 3.58], [1.37, -1.26, 4.08], [2.29, -0.61, 2.69], [-0.46, -1.97, 2.59], [0.67, -3.80, 1.51], [1.95, -3.32, 2.63], [3.17, -2.25, 0.89], [2.22, -3.28, -0.18], [1.06, -1.36, -0.94], [2.02, -0.36, 0.19], [-4.34, -3.34, 0.51], [-3.82, -2.49, 2.00], [-2.78, -3.73, 1.25], [-1.05, -2.53, -3.13], [-2.47, -1.66, -3.74], [-0.93, -0.78, -3.52]]
}

***

(4)
{
  "formula": "C34H49AuNPS",
  "method": "the ωB97M-V functional and the def2-TZVPD basis",
  "charge": 2,
  "e_tot_ha": -2254.4669,
  "symbols": ["Au", "S", "C", "C", "C", "C", "C", "N", "H", "H", "H", "H", "C", "C", "C", "C", "C", "C", "C", "C", "C", "C", "C", "C", "C", "C", "C", "C", "C", "C", "C", "C", "C", "P", "C", "C", "C", "C", "C", "C", "C", "C", "H", "H", "H", "H", "H", "H", "H", "H", "H", "H", "H", "H", "H", "H", "H", "H", "H", "H", "H", "H", "H", "H", "H", "H", "H", "H", "H", "H", "H", "H", "H", "H", "H", "H", "H", "H", "H", "H", "H", "H", "H", "H", "H", "H", "H"],
  "coordinates": [[-0.55, -0.20, -1.04], [-1.72, -0.92, -2.93], [-1.60, 0.79, -3.36], [-2.17, 1.41, -4.45], [-2.00, 2.78, -4.56], [-1.28, 3.47, -3.59], [-0.74, 2.77, -2.53], [-0.87, 1.44, -2.43], [-2.75, 0.84, -5.16], [-2.43, 3.31, -5.40], [-1.15, 4.54, -3.64], [-0.18, 3.27, -1.76], [2.83, 4.14, -2.51], [2.27, 4.25, -1.10], [3.31, 4.82, -0.13], [1.77, 2.94, -0.54], [2.36, 1.72, -0.87], [2.01, 0.53, -0.26], [2.95, -0.62, -0.61], [3.33, -1.60, 0.50], [2.52, -1.30, -1.92], [0.86, 0.50, 0.64], [0.26, 1.79, 0.98], [0.73, 2.94, 0.40], [-0.81, 1.93, 2.04], [-2.01, 2.72, 1.51], [-0.25, 2.62, 3.29], [0.79, -0.52, 1.75], [1.60, -0.26, 2.85], [1.61, -1.10, 3.95], [0.79, -2.22, 3.97], [-0.03, -2.49, 2.89], [-0.04, -1.64, 1.78], [-1.04, -2.05, 0.32], [-2.88, -1.90, 0.70], [-3.23, -0.42, 0.83], [-3.76, -2.50, -0.40], [-3.18, -2.57, 2.05], [-0.59, -3.77, -0.28], [-0.89, -3.89, -1.78], [-1.36, -4.86, 0.49], [0.90, -4.04, -0.07], [3.03, 5.14, -2.90], [2.13, 3.65, -3.19], [3.77, 3.59, -2.53], [1.42, 4.93, -1.11], [4.18, 4.16, -0.07], [2.91, 4.94, 0.88], [3.65, 5.80, -0.48], [3.18, 1.71, -1.57], [3.89, -0.11, -0.85], [2.49, -2.17, 0.90], [3.81, -1.08, 1.33], [4.05, -2.31, 0.10], [1.54, -1.77, -1.84], [3.23, -2.07, -2.21], [2.46, -0.57, -2.73], [0.29, 3.89, 0.68], [-1.13, 0.93, 2.34], [-1.76, 3.78, 1.40], [-2.84, 2.66, 2.20], [-2.35, 2.36, 0.53], [0.11, 3.62, 3.06], [0.57, 2.06, 3.74], [-1.04, 2.71, 4.04], [2.24, 0.61, 2.84], [2.25, -0.88, 4.79], [0.78, -2.88, 4.83], [-0.67, -3.36, 2.93], [-3.18, 0.10, -0.13], [-2.61, 0.09, 1.56], [-4.27, -0.35, 1.18], [-3.59, -2.02, -1.36], [-4.79, -2.30, -0.12], [-3.66, -3.57, -0.51], [-2.68, -2.06, 2.88], [-2.93, -3.63, 2.08], [-4.26, -2.48, 2.22], [-1.93, -3.68, -2.02], [-0.69, -4.92, -2.08], [-0.25, -3.25, -2.37], [-2.43, -4.81, 0.37], [-1.12, -4.87, 1.55], [-1.03, -5.82, 0.09], [1.54, -3.35, -0.62], [1.11, -5.04, -0.44], [1.18, -4.02, 0.99]]
}

***

(5)
{
  "formula": "C5H10N2",
  "method": "the ωB97M-V functional and the def2-TZVPD basis",
  "e_tot_ha": -305.9650,
  "smiles": "C[C@@H]1C=CC1(N)N",
  "symbols": ["C", "C", "C", "C", "C", "N", "N", "H", "H", "H", "H", "H", "H", "H", "H", "H", "H"],
  "coordinates": [[1.38, -1.05, -1.01], [0.97, 0.21, -0.27], [1.10, 0.23, 1.22], [-0.23, 0.27, 1.50], [-0.72, 0.26, 0.11], [-1.27, 1.48, -0.42], [-1.53, -0.83, -0.26], [1.01, -1.04, -2.04], [0.99, -1.95, -0.52], [2.48, -1.14, -1.05], [1.40, 1.09, -0.77], [1.97, 0.28, 1.86], [-0.78, 0.23, 2.44], [-0.62, 2.26, -0.32], [-2.12, 1.74, 0.07], [-2.15, -0.64, -1.04], [-1.89, -1.41, 0.48]]
}